{
  "formula": "C40H60AsCaF6O30",
  "method": "ωB97M-V with the def2-TZVPD basis set",
  "lumo_energy_ev": -3.89,
  "relative_energy_ev": 0.0000,
  "fmax_ev_per_a": 2.554,
  "charge": 1,
  "gap_ev": 8.1,
  "symbols": ["Ca", "As", "F", "F", "F", "F", "F", "F", "C", "C", "C", "O", "C", "O", "O", "H", "H", "H", "H", "H", "H", "C", "C", "C", "O", "C", "O", "O", "H", "H", "H", "H", "H", "H", "C", "C", "C", "O", "C", "O", "O", "H", "H", "H", "H", "H", "H", "C", "C", "C", "O", "C", "O", "O", "H", "H", "H", "H", "H", "H", "C", "C", "C", "O", "C", "O", "O", "H", "H", "H", "H", "H", "H", "C", "C", "C", "O", "C", "O", "O", "H", "H", "H", "H", "H", "H", "C", "C", "C", "O", "C", "O", "O", "H", "H", "H", "H", "H", "H", "C", "C", "C", "O", "C", "O", "O", "H", "H", "H", "H", "H", "H", "C", "C", "C", "O", "C", "O", "O", "H", "H", "H", "H", "H", "H", "C", "C", "C", "O", "C", "O", "O", "H", "H", "H", "H", "H", "H"],
  "positions_angstrom": [[-0.3224, 2.0970, 3.6072], [-0.3727, -0.0582, 0.2951], [-2.0884, 0.0162, 0.4883], [-0.2398, -1.4989, 1.2437], [1.3501, -0.0130, 0.0656], [-0.5304, 1.3401, -0.7388], [-0.1654, 0.9512, 1.7428], [-0.5313, -0.9998, -1.1688], [-3.5638, 5.5785, -0.8260], [-2.0899, 5.2466, -0.6800], [-1.2028, 6.3900, -0.1534], [-0.4345, 5.7406, 0.8753], [-0.8611, 4.5084, 1.0732], [-0.4159, 3.7748, 1.9166], [-1.8696, 4.1800, 0.2612], [-3.9772, 4.8100, -1.4823], [-3.6104, 6.5392, -1.3401], [-4.1398, 5.5868, 0.0956], [-1.6892, 4.9851, -1.6621], [-1.7567, 7.2231, 0.2790], [-0.5126, 6.7398, -0.9171], [5.7473, -0.2907, 1.9464], [5.8301, 0.4740, 0.6439], [4.5141, 0.7200, -0.1114], [4.6361, 2.1049, -0.4454], [5.6761, 2.6937, 0.1371], [5.9349, 3.8468, 0.1233], [6.3521, 1.7692, 0.8811], [6.7338, -0.4852, 2.3738], [5.2935, -1.2790, 1.9179], [5.1954, 0.3297, 2.6593], [6.5008, -0.0433, -0.0532], [3.6534, 0.5799, 0.5608], [4.2722, 0.0994, -0.9665], [1.9861, -4.0534, -3.2161], [1.8945, -3.1227, -2.0102], [1.7959, -3.8084, -0.6235], [3.0237, -3.4583, 0.0323], [3.7649, -2.6778, -0.7620], [4.8338, -2.2295, -0.5124], [3.1267, -2.3964, -1.8936], [2.3265, -5.0247, -2.8449], [2.7606, -3.7212, -3.9035], [1.0473, -4.2094, -3.7416], [1.0870, -2.3890, -2.0148], [1.7595, -4.8940, -0.7420], [0.8874, -3.5010, -0.1052], [-3.6408, 1.6795, -1.4940], [-3.6645, 0.2860, -2.0811], [-4.8799, -0.6038, -1.7693], [-5.4105, -0.8533, -3.0732], [-4.6398, -0.3512, -4.0396], [-4.8063, -0.4734, -5.2034], [-3.6805, 0.4453, -3.5133], [-3.5780, 1.6075, -0.4105], [-4.5756, 2.2051, -1.7175], [-2.7994, 2.1857, -1.9594], [-2.7132, -0.2036, -1.8768], [-5.6544, -0.1283, -1.1719], [-4.5671, -1.5400, -1.3090], [4.3517, -2.8945, 4.3398], [3.2089, -2.4765, 3.4281], [1.8691, -3.1378, 3.8661], [1.0733, -2.0260, 4.2746], [1.6348, -0.8879, 3.8904], [1.0817, 0.1871, 3.8960], [2.9041, -1.0851, 3.5471], [4.5607, -3.9580, 4.3755], [3.9737, -2.6750, 5.3491], [5.1921, -2.2134, 4.2319], [3.3567, -2.6865, 2.3703], [1.9510, -3.8030, 4.7279], [1.4161, -3.7846, 3.1143], [-2.7052, -3.1800, 0.6766], [-2.3641, -4.6074, 1.1230], [-1.4509, -4.7419, 2.3483], [-2.0874, -5.8144, 3.0660], [-3.3892, -5.9190, 2.6881], [-4.2204, -6.5667, 3.2155], [-3.5866, -5.1226, 1.6211], [-3.6509, -3.1830, 0.1270], [-1.8897, -2.8756, 0.0243], [-2.9605, -2.4135, 1.4090], [-1.9493, -5.1526, 0.2727], [-1.4761, -3.8587, 2.9905], [-0.4253, -5.0202, 2.1256], [4.4715, 5.4798, 4.0335], [4.8678, 4.2334, 3.2501], [5.0369, 2.9922, 4.1628], [3.8595, 2.2282, 3.8831], [3.1326, 2.7898, 2.9233], [2.0549, 2.4030, 2.5814], [3.7428, 3.8520, 2.4316], [5.3365, 5.8404, 4.5921], [3.6866, 5.2786, 4.7683], [4.1016, 6.2470, 3.3565], [5.6995, 4.4501, 2.5871], [5.0230, 3.2604, 5.2169], [5.9339, 2.4327, 3.9034], [-6.8335, 0.6359, 2.6444], [-5.7730, 1.2904, 1.7553], [-5.8535, 2.8011, 1.6944], [-4.4928, 3.1725, 1.8853], [-3.7566, 2.1556, 2.3091], [-2.6375, 2.2750, 2.6930], [-4.4653, 1.0130, 2.2761], [-7.8371, 0.9695, 2.3707], [-6.7178, 0.8462, 3.7051], [-6.8052, -0.4318, 2.4294], [-5.8121, 0.8109, 0.7776], [-6.5153, 3.2887, 2.4147], [-6.2586, 3.1310, 0.7340], [-2.0433, -3.1896, -3.0533], [-2.2776, -3.7645, -4.4305], [-2.2949, -2.6611, -5.5364], [-1.6044, -3.2826, -6.6103], [-0.7949, -4.2304, -6.1242], [0.0409, -4.7944, -6.7408], [-1.0733, -4.4583, -4.8315], [-1.8075, -4.0186, -2.3731], [-2.9535, -2.7284, -2.6662], [-1.1867, -2.5285, -2.9357], [-3.1577, -4.4014, -4.4748], [-1.8425, -1.7156, -5.2345], [-3.3250, -2.4893, -5.8446], [-0.0405, 0.7981, -4.0351], [1.1427, 1.6243, -3.5675], [2.3527, 0.9583, -2.8970], [3.4525, 1.6403, -3.4974], [3.0357, 2.5040, -4.4345], [3.7140, 3.2914, -5.0045], [1.7061, 2.3653, -4.6476], [-0.3073, -0.0112, -3.3563], [0.1526, 0.3827, -5.0286], [-0.9277, 1.4225, -4.1447], [0.6888, 2.2706, -2.8048], [2.3197, -0.1237, -3.0577], [2.4240, 1.1651, -1.8322]],
  "forces_ev_per_angstrom": [[0.660, -0.135, -1.800], [0.497, 0.468, -1.926], [0.082, -0.383, 0.571], [0.018, 0.319, 0.199], [-0.402, -0.158, 0.385], [0.246, 0.119, 0.665], [-0.355, -0.327, -0.415], [-0.118, -0.366, 0.464], [0.433, -0.564, -0.586], [-0.128, 0.865, -0.165], [-0.079, -0.409, 0.065], [0.333, 0.229, 0.223], [-0.672, 0.101, -0.426], [0.218, -0.180, 0.791], [0.414, -0.009, 0.045], [-0.302, 0.192, 0.030], [-0.296, -0.007, 0.040], [0.264, 0.179, 0.205], [-0.096, -0.541, 0.163], [0.041, -0.079, 0.078], [-0.019, 0.126, 0.098], [0.092, 0.305, 0.698], [0.291, -1.790, -1.093], [-0.331, 0.269, 1.489], [-0.850, 0.239, -0.999], [-0.122, -1.114, 0.952], [0.180, 0.617, -0.192], [0.075, 0.640, 0.054], [0.128, 0.329, -0.172], [-0.283, 0.157, -0.627], [-0.076, -0.169, 0.074], [0.105, 0.092, 0.218], [0.108, 0.363, 0.032], [0.727, 0.175, -0.324], [0.157, -0.380, 0.604], [-0.255, 0.065, 0.347], [0.007, -0.680, -0.957], [-0.591, -0.347, 0.632], [-0.340, 0.566, -0.638], [0.689, -0.087, 0.756], [-0.152, 0.081, -0.401], [-0.047, -0.068, -0.190], [-0.189, 0.282, -0.108], [-0.030, 0.131, 0.042], [0.145, 0.043, -0.638], [0.134, 0.035, 0.147], [0.406, 0.342, 0.473], [-0.725, -0.376, 0.033], [0.609, 0.592, -0.112], [0.572, 0.244, -0.683], [-0.611, -0.947, 0.439], [0.359, 1.337, -0.027], [-0.219, -0.514, -0.473], [-0.251, -0.629, 0.202], [0.462, 0.192, 0.001], [0.080, -0.015, -0.233], [0.071, 0.286, 0.419], [-0.174, -0.158, 0.297], [0.010, 0.093, -0.002], [-0.174, -0.053, 0.010], [-0.943, 1.375, 1.031], [-0.635, -1.639, -0.018], [0.743, -0.648, 0.548], [-1.076, 0.111, -0.505], [0.704, -0.635, 0.090], [-0.277, -0.004, 0.744], [-0.164, 1.017, -0.186], [0.277, -0.002, -0.648], [0.131, -0.032, 0.030], [0.398, -0.504, -0.349], [0.335, 0.137, 0.011], [0.327, 0.288, 0.157], [-0.358, 0.727, -0.382], [0.024, -0.263, -0.706], [-0.313, 1.936, 0.685], [-0.646, -0.235, 0.150], [0.327, -0.205, 0.269], [0.665, 0.439, -0.167], [-0.165, -0.310, 0.276], [-0.510, -0.711, -0.498], [0.276, -0.529, -0.512], [-0.199, 0.566, -0.049], [0.803, -0.346, 0.648], [-0.435, -0.382, 0.016], [0.063, 0.107, -0.140], [0.007, -0.099, -0.059], [0.095, -0.184, -0.007], [-0.438, 0.340, 0.775], [0.329, 0.628, -0.647], [-0.101, -0.694, 0.563], [1.130, 0.811, 0.324], [-1.252, -0.180, 0.001], [-0.220, 0.123, -0.548], [0.006, 0.140, -0.118], [-0.022, -0.183, -0.093], [0.186, 0.096, -0.005], [0.058, -0.276, -0.073], [0.095, -0.071, -0.008], [-0.154, -0.243, 0.079], [0.028, -0.163, -0.683], [-1.340, -0.862, 0.687], [-0.475, -0.107, -0.603], [0.299, 1.202, -0.114], [-2.123, -0.729, -0.409], [1.603, -0.195, 0.971], [0.936, 0.640, 0.299], [0.104, 0.130, -0.186], [0.298, -0.030, -0.005], [-0.040, -0.084, 0.461], [0.021, 0.295, -0.116], [0.426, -0.298, 0.491], [0.629, 0.074, -0.143], [-0.150, -1.007, 0.794], [1.523, 1.950, -0.632], [-1.454, -0.912, 0.390], [0.006, 0.589, -0.212], [-0.114, -0.011, -0.264], [0.431, -0.245, -0.181], [-0.486, -0.653, 0.927], [-0.250, -0.028, -0.002], [0.052, 0.170, -0.051], [-0.145, 0.301, -0.578], [0.140, -0.262, -0.063], [0.247, -0.129, -0.013], [0.127, 0.285, -0.163], [0.144, -0.343, -0.794], [-1.060, 0.078, 1.107], [-0.501, 0.072, -0.308], [0.459, -0.541, 0.101], [-0.209, 0.255, -0.294], [0.243, -0.127, -0.046], [-0.301, 0.037, 0.418], [0.222, 0.053, 0.168], [0.098, -0.147, 0.100], [0.060, 0.093, 0.041], [0.412, 0.614, -0.310], [0.666, 0.079, -0.214], [-0.324, -0.096, -0.007]],
  "lowdin_charge": [1.69, 0.80, -0.21, -0.21, -0.21, -0.22, -0.37, -0.25, 0.00, -0.29, -0.04, 0.11, -0.54, 0.00, 0.10, 0.08, 0.10, 0.09, 0.16, 0.14, 0.14, -0.01, -0.31, -0.08, 0.08, -0.57, 0.17, 0.08, 0.10, 0.06, 0.07, 0.16, 0.12, 0.11, 0.02, -0.28, -0.07, 0.07, -0.58, 0.17, 0.08, 0.09, 0.10, 0.07, 0.11, 0.13, 0.11, -0.02, -0.30, -0.06, 0.08, -0.59, 0.17, 0.07, 0.06, 0.10, 0.09, 0.11, 0.12, 0.11, 0.00, -0.28, -0.06, 0.10, -0.53, -0.01, 0.11, 0.10, 0.10, 0.08, 0.13, 0.14, 0.12, -0.04, -0.29, -0.08, 0.06, -0.56, 0.19, 0.08, 0.08, 0.05, 0.08, 0.15, 0.13, 0.12, -0.01, -0.26, -0.05, 0.07, -0.58, 0.06, 0.11, 0.10, 0.09, 0.09, 0.15, 0.13, 0.13, 0.00, -0.30, -0.07, 0.09, -0.56, 0.05, 0.10, 0.10, 0.10, 0.09, 0.13, 0.14, 0.14, -0.02, -0.26, -0.08, 0.09, -0.59, 0.18, 0.05, 0.09, 0.08, 0.06, 0.16, 0.13, 0.13, -0.02, -0.32, -0.08, 0.08, -0.57, 0.18, 0.10, 0.06, 0.09, 0.08, 0.13, 0.13, 0.10]
}